The following is a quantum chemistry calculation of a structure of composition C43H74AsBCrN8O2S3Si3, from the Open Molecules 2025 dataset.

Cartesian coordinates (Å):
Cr (-1.2260, -0.8451, 1.0616)
C (1.5869, 3.6390, 2.0837)
C (1.2576, 3.3524, 0.6486)
C (1.3698, 4.2962, -0.3182)
C (1.1008, 3.9877, -1.6741)
N (0.8714, 2.7583, -2.0296)
N (0.8072, 1.8079, -1.0759)
B (0.8027, 0.3935, -1.6762)
N (1.9204, -0.4929, -1.0315)
N (3.0626, 0.1264, -1.4011)
C (4.2183, -0.3740, -1.0628)
C (4.2743, -1.5647, -0.3091)
C (3.1383, -2.1907, 0.0816)
C (3.1922, -3.4444, 0.9022)
C (1.8771, -1.6151, -0.2906)
S (0.4452, -2.3940, 0.2411)
C (5.4507, 0.3997, -1.5261)
C (6.7432, -0.2577, -1.0431)
C (5.4297, 0.4402, -3.0539)
C (5.3642, 1.8319, -0.9731)
N (0.8972, 0.3961, -3.2630)
N (1.7377, 0.9070, -4.1611)
C (1.4333, 0.6611, -5.4207)
C (0.3336, -0.1731, -5.7663)
C (-0.5417, -0.6491, -4.8366)
C (-1.7368, -1.5057, -5.1263)
C (-0.2228, -0.2579, -3.5334)
S (-0.9404, -0.4546, -1.9616)
C (2.2455, 1.3151, -6.5353)
C (3.2979, 2.2779, -5.9879)
C (2.9335, 0.2209, -7.3660)
C (1.2708, 2.1119, -7.4197)
C (0.8436, 2.0468, 0.2417)
S (0.4471, 0.8609, 1.4201)
C (1.1808, 5.0475, -2.7636)
C (0.6060, 6.3739, -2.2480)
C (0.4076, 4.6134, -4.0114)
C (2.6681, 5.2222, -3.1145)
H (1.7026, 4.7090, 2.2456)
H (2.5242, 3.1431, 2.3517)
H (0.8211, 3.2515, 2.7517)
H (1.6789, 5.3004, -0.0487)
H (5.2350, -1.9754, -0.0219)
H (4.2257, -3.7413, 1.0782)
H (2.6679, -4.2579, 0.3992)
H (2.6921, -3.2937, 1.8601)
H (6.8491, -1.2785, -1.4222)
H (6.8070, -0.2788, 0.0494)
H (7.5953, 0.3168, -1.4101)
H (5.4856, -0.5683, -3.4771)
H (6.2871, 1.0112, -3.4199)
H (4.5125, 0.9127, -3.3970)
H (5.3829, 1.8323, 0.1214)
H (4.4457, 2.3194, -1.3089)
H (6.2177, 2.4156, -1.3272)
H (0.1787, -0.4211, -6.8114)
H (-1.9437, -1.5477, -6.1932)
H (-2.6202, -1.1194, -4.6126)
H (-1.5656, -2.5224, -4.7653)
H (4.0154, 1.7684, -5.3504)
H (2.8376, 3.0859, -5.4109)
H (3.8396, 2.7211, -6.8275)
H (3.6665, -0.3226, -6.7625)
H (3.4596, 0.6798, -8.2060)
H (2.2215, -0.5016, -7.7766)
H (0.6947, 2.8277, -6.8253)
H (0.5708, 1.4640, -7.9553)
H (1.8372, 2.6732, -8.1670)
H (-0.3971, 6.2431, -1.8316)
H (0.5343, 7.0792, -3.0766)
H (1.2413, 6.8341, -1.4872)
H (-0.6600, 4.5127, -3.7950)
H (0.7685, 3.6553, -4.3906)
H (0.5299, 5.3691, -4.7897)
H (3.2420, 5.5725, -2.2494)
H (2.7770, 5.9636, -3.9104)
H (3.1016, 4.2767, -3.4558)
O (-4.2367, -8.1603, 2.9312)
C (-5.3046, -7.3065, 2.6087)
N (-4.9238, -6.2668, 1.6620)
C (-4.4837, -5.0608, 2.0726)
O (-4.4167, -4.7164, 3.2429)
C (-4.0907, -4.0795, 0.9966)
C (-4.7208, -3.9822, -0.2271)
C (-4.4224, -2.8998, -1.0368)
C (-3.4854, -1.9863, -0.6188)
N (-2.8034, -2.0996, 0.5395)
C (-3.1406, -3.1270, 1.3335)
H (-3.6969, -7.7526, 3.6159)
H (-5.7133, -6.8078, 3.4788)
H (-6.0686, -7.9148, 2.1407)
H (-4.8068, -6.5356, 0.6995)
H (-5.4751, -4.7004, -0.5324)
H (-4.9295, -2.7489, -1.9807)
H (-3.2849, -1.1122, -1.2175)
H (-2.6691, -3.1922, 2.2980)
C (-0.8134, -3.9626, 3.9175)
Si (-0.7605, -2.2427, 4.6155)
C (-1.4292, -2.2951, 6.3374)
C (1.0146, -1.6990, 4.4064)
As (-2.0161, -0.5635, 3.4101)
Si (-4.3857, -0.5760, 3.7603)
C (-5.3752, -1.6727, 2.6361)
C (-4.7665, -1.1197, 5.4867)
C (-4.8522, 1.1750, 3.3287)
Si (-1.4393, 1.4062, 4.6603)
C (-2.3909, 1.5008, 6.2457)
C (0.3732, 1.4531, 5.0505)
C (-1.8696, 2.8931, 3.6210)
H (-0.0904, -4.5399, 4.5073)
H (-0.5017, -4.0137, 2.8696)
H (-1.7935, -4.4332, 4.0335)
H (-0.7931, -2.9177, 6.9786)
H (-2.4265, -2.7459, 6.3043)
H (-1.5143, -1.3060, 6.7930)
H (1.6281, -2.5888, 4.2315)
H (1.4157, -1.1832, 5.2828)
H (1.1273, -1.0356, 3.5472)
H (-5.2741, -2.7291, 2.9089)
H (-5.1484, -1.5469, 1.5712)
H (-6.4216, -1.3811, 2.7884)
H (-4.7178, -2.2151, 5.5146)
H (-5.7899, -0.8196, 5.7469)
H (-4.0885, -0.7278, 6.2458)
H (-4.2051, 1.5659, 2.5417)
H (-4.7835, 1.8516, 4.1882)
H (-5.8846, 1.2012, 2.9648)
H (-2.0243, 0.7938, 6.9952)
H (-3.4615, 1.3341, 6.1073)
H (-2.2607, 2.5133, 6.6495)
H (0.6382, 0.7587, 5.8513)
H (0.6135, 2.4675, 5.3931)
H (0.9897, 1.2278, 4.1789)
H (-2.8999, 3.2129, 3.7922)
H (-1.7428, 2.7064, 2.5507)
H (-1.2138, 3.7243, 3.9073)

Cartesian forces (eV/Å) of the 6 atoms listed first:
Cr 0.550 0.102 -0.548
C -0.030 -0.025 -0.098
C 0.047 -0.021 0.346
C 0.113 0.251 -0.002
C 0.027 0.076 -0.064
N -0.052 0.039 0.037

multiplicity	5
charge	+2
energy relative to the best compared isomer or geometry (same formula, charge and spin)	0.554	eV
frontier orbital gap (spin up / spin down)	7.4 / 8.0	eV

---

The following is a quantum chemistry calculation of a cluster of 8 separate species, C43H77F7O19PS in total at a distorted geometry, from the Open Molecules 2025 dataset.

Cartesian coordinates (Å):
C (-0.4834, -5.8654, 1.5191)
C (0.2628, -7.1142, 1.1597)
O (-0.0178, -8.2041, 1.5794)
O (1.3552, -6.9693, 0.3434)
C (1.0747, -6.3875, -0.9425)
C (1.3504, -4.8681, -0.9886)
C (2.5714, -4.5630, -1.8540)
C (3.1562, -3.1505, -1.7050)
C (2.1588, -1.9759, -1.6962)
C (2.6686, -0.7849, -0.8415)
C (2.1100, -0.6470, 0.5957)
O (2.5219, -1.8643, 1.2415)
O (2.7559, 0.4420, 1.0917)
P (1.9545, 1.3256, 2.4585)
O (3.4182, 2.2561, 2.8158)
C (2.7168, 0.0091, 3.6125)
C (1.8011, -0.9013, 4.4581)
C (2.2464, -0.9926, 5.9294)
S (2.7546, -2.6100, 6.4390)
O (2.8875, -2.5871, 7.8673)
O (1.9016, -3.6408, 5.9153)
O (4.2119, -2.7974, 5.8178)
C (1.6452, 2.7388, 1.1680)
C (0.2382, 3.1162, 0.7550)
C (-0.8998, 3.1946, 1.8557)
O (-0.2266, 4.3567, 1.0170)
C (1.1113, 2.2319, 3.9646)
F (1.7915, 1.9046, 5.1326)
F (-0.1438, 1.7634, 4.2121)
C (1.1160, 3.7830, 4.0051)
F (0.0730, 4.1726, 4.8283)
F (2.2386, 4.2575, 4.5895)
O (0.5426, 0.4416, 2.0338)
C (0.5730, -0.3602, 0.8711)
C (-0.3590, 0.1331, -0.2765)
C (0.2039, 0.6965, -1.5960)
C (-0.9293, 1.4354, -2.3041)
O (-1.9795, 0.8993, -2.5437)
O (-0.7203, 2.7311, -2.6394)
C (-0.2449, -1.5943, 1.3807)
F (0.1892, -2.1698, 2.4936)
F (-1.5168, -1.2458, 1.6159)
F (-0.2676, -2.5914, 0.4433)
H (0.1504, -5.1934, 2.0957)
H (-0.8503, -5.3495, 0.6350)
H (-1.3284, -6.1349, 2.1450)
H (1.7672, -6.8768, -1.6249)
H (0.0639, -6.6334, -1.2695)
H (0.4820, -4.3864, -1.4395)
H (1.4812, -4.5248, 0.0339)
H (3.3541, -5.2576, -1.5339)
H (2.3900, -4.8118, -2.9008)
H (3.8221, -3.1256, -0.8442)
H (3.8032, -2.9974, -2.5706)
H (1.1649, -2.2692, -1.3577)
H (2.0571, -1.6231, -2.7236)
H (2.5781, 0.1485, -1.3854)
H (3.7393, -0.9163, -0.7018)
H (1.9907, -2.5933, 0.9069)
H (3.9803, 2.2086, 2.0357)
H (3.4138, -0.6189, 3.0660)
H (3.3935, 0.5145, 4.2949)
H (1.8149, -1.9041, 4.0444)
H (0.7730, -0.5547, 4.4608)
H (3.0940, -0.3390, 6.1275)
H (1.4212, -0.7826, 6.6049)
H (4.2042, -3.6291, 5.3217)
H (2.1206, 3.6827, 1.4145)
H (2.0931, 2.4123, 0.2262)
H (-0.1096, 2.7620, -0.2065)
H (-1.6304, 2.6769, 1.1671)
H (-1.6705, 3.8464, 2.2643)
H (0.9671, 4.3014, 3.0661)
H (-1.0254, 0.8819, 0.1448)
H (-1.0430, -0.6497, -0.5907)
H (0.4463, -0.1019, -2.2902)
H (1.0363, 1.3842, -1.4735)
H (0.1101, 2.9967, -2.2233)
C (-6.4651, 1.6402, -1.7988)
C (-6.2172, 1.8126, -3.2748)
O (-7.0638, 1.5307, -4.0970)
C (-4.8708, 2.3525, -3.6774)
H (-7.4666, 1.2474, -1.6400)
H (-5.7331, 0.9486, -1.3779)
H (-6.3767, 2.6021, -1.2919)
H (-4.0746, 1.6854, -3.3444)
H (-4.7204, 3.3423, -3.2426)
H (-4.8315, 2.4290, -4.7629)
C (-9.4085, 3.7407, -4.1903)
C (-9.9263, 4.3463, -2.9100)
O (-9.2944, 4.2937, -1.8805)
C (-11.2759, 5.0256, -2.9691)
H (-8.4431, 3.2846, -4.0104)
H (-10.0971, 2.9737, -4.5482)
H (-9.3075, 4.5152, -4.9536)
H (-12.0401, 4.3114, -3.2798)
H (-11.2491, 5.8474, -3.6865)
H (-11.5303, 5.4168, -1.9866)
C (5.9689, -7.3555, -3.4761)
C (6.3326, -5.9107, -3.2263)
O (5.5176, -5.0264, -3.3332)
C (7.7626, -5.6264, -2.8326)
H (4.9180, -7.4228, -3.7480)
H (6.5763, -7.7599, -4.2875)
H (6.1442, -7.9466, -2.5758)
H (8.4412, -5.9622, -3.6186)
H (8.0073, -6.1508, -1.9076)
H (7.8910, -4.5573, -2.6812)
C (-0.6414, -2.6809, 8.3360)
C (-1.5213, -1.9993, 7.3186)
O (-1.0647, -1.4292, 6.3548)
C (-3.0149, -2.0851, 7.5372)
H (0.4015, -2.5323, 8.0739)
H (-0.8136, -2.2720, 9.3336)
H (-0.8669, -3.7489, 8.3401)
H (-3.2789, -1.6223, 8.4900)
H (-3.3301, -3.1298, 7.5522)
H (-3.5306, -1.5668, 6.7316)
C (-2.5137, 2.4444, -8.5112)
C (-1.4356, 2.4403, -7.4528)
O (-0.2739, 2.6264, -7.7363)
C (-1.8822, 2.1926, -6.0356)
H (-2.0673, 2.6320, -9.4853)
H (-3.0228, 1.4797, -8.5293)
H (-3.2457, 3.2241, -8.2955)
H (-2.3595, 1.2136, -5.9626)
H (-2.5899, 2.9619, -5.7246)
H (-1.0269, 2.2126, -5.3652)
C (3.9623, 5.4435, -9.7107)
C (3.1461, 5.3920, -8.4377)
O (3.1334, 6.3212, -7.6643)
C (2.3561, 4.1323, -8.1905)
H (4.4813, 6.3975, -9.7719)
H (4.6953, 4.6353, -9.7174)
H (3.3092, 5.3339, -10.5780)
H (3.0287, 3.2742, -8.1398)
H (1.6382, 3.9705, -8.9942)
H (1.8159, 4.2147, -7.2526)
C (-0.6732, 1.7555, 7.2667)
C (0.3760, 2.2828, 8.2079)
O (0.8213, 1.6133, 9.1133)
C (0.8506, 3.6957, 7.9626)
H (-0.9252, 0.7354, 7.5361)
H (-1.5701, 2.3761, 7.3238)
H (-0.3003, 1.7671, 6.2417)
H (0.0119, 4.3899, 8.0391)
H (1.2813, 3.7733, 6.9625)
H (1.6046, 3.9597, 8.7015)

Cartesian forces (eV/Å) of the 6 atoms listed first:
C -0.272 -0.052 0.172
C 0.076 -0.517 0.086
O 0.160 0.295 0.026
O -0.385 -0.146 -0.150
C 0.484 0.579 0.028
C -0.233 -0.546 -0.765

multiplicity	1
charge	-1
frontier orbital gap	7.9	eV